C19H40B3BrClIN5O11P | wB97M-V/def2-TZVPD

XYZ file:
```
82
Properties=species:S:1:pos:R:3
O 2.03 2.52 3.72
C 1.28 2.43 2.80
Br -0.58 3.00 3.03
C 1.59 1.95 1.42
B 3.10 1.66 1.13
O 4.05 1.36 2.09
B 5.10 2.27 2.02
C 5.56 3.17 3.21
C 6.01 2.50 4.48
O 6.30 3.09 5.46
I 6.17 0.35 4.51
O 5.66 2.43 0.74
B 4.63 2.69 -0.15
P 4.68 4.32 -1.19
O 3.16 4.41 -1.77
Cl 4.62 5.61 0.43
O 3.58 1.78 -0.19
H 1.25 2.73 0.74
H 0.98 1.08 1.16
H 4.72 3.81 3.48
H 6.37 3.81 2.87
H 2.49 4.13 -1.13
C 1.93 -2.74 -1.36
C 2.52 -1.72 -0.42
O 1.83 -0.85 0.10
N 3.85 -1.78 -0.16
C 4.82 -2.72 -0.68
H 0.87 -2.56 -1.47
H 2.40 -2.66 -2.35
H 2.08 -3.75 -0.98
H 4.17 -1.07 0.48
H 5.28 -3.27 0.14
H 5.60 -2.20 -1.23
H 4.34 -3.43 -1.35
C -5.33 5.50 1.77
C -4.09 4.63 1.83
O -3.65 4.20 2.88
N -3.47 4.34 0.65
C -3.84 4.75 -0.68
H -5.70 5.63 2.78
H -5.10 6.47 1.34
H -6.11 5.02 1.17
H -2.65 3.76 0.77
H -4.04 3.88 -1.31
H -3.04 5.33 -1.14
H -4.74 5.37 -0.66
C -2.08 -2.56 -3.73
C -0.90 -3.50 -3.75
O -0.42 -3.96 -2.73
N -0.39 -3.82 -4.97
C -0.84 -3.37 -6.27
H -2.37 -2.40 -2.70
H -1.82 -1.60 -4.17
H -2.92 -2.98 -4.28
H 0.40 -4.45 -4.92
H -1.14 -4.23 -6.88
H -0.04 -2.84 -6.79
H -1.70 -2.72 -6.18
C 0.27 -1.18 7.88
C 1.35 -0.30 8.47
O 1.77 -0.48 9.60
N 1.84 0.69 7.69
C 1.47 1.03 6.32
H -0.01 -1.92 8.62
H -0.61 -0.59 7.61
H 0.63 -1.70 6.99
H 2.56 1.24 8.13
H 2.33 0.95 5.67
H 1.09 2.06 6.28
H 0.69 0.37 5.96
C -4.62 -5.34 -5.70
C -4.88 -3.97 -6.28
O -3.99 -3.28 -6.76
N -6.16 -3.52 -6.26
C -7.34 -4.18 -5.73
H -3.55 -5.54 -5.79
H -4.89 -5.37 -4.64
H -5.17 -6.10 -6.23
H -6.28 -2.60 -6.66
H -8.08 -4.32 -6.52
H -7.79 -3.59 -4.94
H -7.08 -5.16 -5.33
```

The value obtained for the HOMO-LUMO gap is 8.87 eV. The LUMO energy is -0.13 eV. The multiplicity is 1. As for the HOMO energy: -9.0 eV. Its largest force on an atom is 1.5 eV Å⁻¹.

Mulliken atomic charge list, values in e, 6 entries:
1. O -0.344
2. C 0.515
3. Br -0.198
4. C -0.676
5. B -0.072
6. O 0.124